Entry 1:
A molecular structure, C19H14IrN3O6S. Source: the OMol25 dataset; level of theory: ωB97M-V/def2-TZVPD.

The geometry in XYZ format:
```
44
Properties=species:S:1:pos:R:3:forces:R:3
Ir -0.04467 1.27104 -1.93098 2.643 0.742 0.656
S -0.28270 0.90984 4.73186 -0.089 0.023 -0.008
O -2.51496 2.82294 -2.47502 0.003 0.498 -0.237
O 1.48065 1.02252 -3.11023 0.009 -0.472 -1.254
O 2.50979 -0.46891 -4.43967 0.108 -0.041 -0.106
O -0.44644 3.65968 -2.38728 0.450 0.159 0.357
O -0.48015 -4.62987 -5.36847 -0.221 0.108 0.194
O -2.46866 -4.71345 -4.25390 0.260 0.144 -0.051
N 4.09056 -0.17324 5.47398 -0.135 0.037 -0.026
N -0.47450 -0.51301 -2.61603 -0.713 -0.776 -0.001
N -0.12553 1.15351 0.18959 -1.619 0.352 -0.228
C -0.43818 0.00148 0.79701 0.162 -0.035 0.140
C 0.37956 -1.00862 -3.54622 -0.468 -0.132 0.198
C 0.12996 -2.19245 -4.19010 0.016 -0.151 -0.041
C -1.03788 -2.90104 -3.90407 0.075 0.335 0.189
C -0.20965 1.00425 2.95238 -0.027 0.046 0.027
C -1.60222 -1.18896 -2.32475 0.335 -0.103 0.029
C 3.69530 1.09721 5.40703 0.056 -0.119 0.004
C -1.36792 -4.24000 -4.59247 -0.061 -0.473 -0.278
C 0.10453 2.19825 2.31530 0.092 -0.022 0.019
C -3.35204 1.66966 -2.35301 0.064 0.013 -0.024
C 2.38073 1.48133 5.18273 -0.006 -0.003 0.003
C 3.16156 -1.11510 5.31930 0.097 0.078 0.011
C -1.21421 2.72671 -2.31504 -1.260 -0.663 0.405
C 0.13454 2.23728 0.93710 0.074 -0.024 -0.034
C 1.42886 0.48753 5.01457 0.073 -0.021 0.013
C 1.82016 -0.84019 5.09012 0.000 0.013 0.002
C -1.90662 -2.37048 -2.95307 -0.046 -0.127 -0.045
C -0.48888 -0.10906 2.17246 0.071 -0.099 -0.061
C 1.56820 -0.15422 -3.78108 0.203 0.725 0.182
H 1.10090 -1.64084 4.98019 0.016 0.009 0.006
H 0.37712 3.14881 0.40452 -0.090 0.010 -0.038
H -0.74362 -1.05570 2.62787 -0.002 0.008 -0.003
H 4.46675 1.84713 5.54118 -0.008 -0.010 0.002
H -3.14998 1.15184 -1.41883 0.006 0.005 0.061
H -0.62952 -0.84771 0.15428 -0.051 0.023 0.041
H 3.50431 -2.14176 5.38182 -0.004 0.012 0.003
H 0.83791 -2.57673 -4.91321 -0.057 -0.042 -0.017
H -2.81027 -2.92202 -2.72450 0.028 -0.007 -0.039
H -4.36737 2.05040 -2.35012 -0.013 0.011 -0.014
H 2.10743 2.52763 5.14809 0.009 -0.018 0.009
H -3.20874 1.00510 -3.20102 0.034 -0.052 -0.030
H 0.31650 3.09175 2.88526 0.003 -0.007 -0.009
H -2.23060 -0.76256 -1.55754 -0.020 0.047 -0.006
```
Forces are in eV/Å.

spin multiplicity: 1
relative energy (zero: lowest compared OMol25 entry of this formula, charge and spin): 156.8 kJ/mol
energy: -50357.09598 eV
Kohn-Sham gap: 6.084 eV

***

Entry 2:
A single C19H14N6S molecule. Source: the OMol25 dataset; level of theory: ωB97M-V/def2-TZVPD.

The geometry in XYZ format:
```
40
Properties=species:S:1:pos:R:3:forces:R:3
S -2.34802 0.19459 -3.09481 0.075 -0.357 0.852
N 1.64039 2.30496 -3.33569 -0.108 -0.360 0.753
N 4.56319 1.18492 4.28489 2.449 -0.125 -0.880
N 3.01422 2.16893 5.46536 -0.434 2.546 3.887
N 1.51639 -0.19638 2.08698 -1.015 -0.969 0.485
N 0.54004 1.56447 -3.04020 -1.044 -0.650 0.170
N 2.26985 0.90128 3.84062 -0.507 0.323 0.110
C 0.54977 1.02200 -1.76792 0.074 0.528 -0.614
C 2.12950 1.07930 0.03939 0.050 -0.567 0.884
C 1.27759 0.26279 0.78890 1.601 0.947 -0.287
C -3.68001 -1.52406 -1.59815 1.891 0.592 0.634
C -1.65634 -0.18107 -1.49166 -1.863 -2.027 0.700
C -5.56912 -2.90830 -2.23185 0.180 0.223 1.404
C 1.76098 1.43368 -1.24965 0.603 0.472 0.546
C 3.88288 -0.15552 2.47887 0.048 -0.022 -0.473
C -3.66761 -0.94300 -2.85700 -0.288 -0.075 -1.297
C 0.07035 -0.09563 0.27224 -1.336 -0.109 -0.780
C 2.37804 2.26429 -2.24626 0.269 0.044 0.263
C -4.57737 -1.37219 -3.83113 -0.962 -0.080 0.831
C -0.36580 0.29822 -0.96932 -0.320 -0.146 -1.580
C -2.47088 -1.12649 -0.85260 -0.183 1.245 -1.360
C -5.58295 -2.30513 -3.47171 0.748 0.699 -1.460
C 3.29835 1.40960 4.47197 0.116 -1.792 -0.936
C -4.64062 -2.47060 -1.28374 -0.201 -1.296 0.432
C 4.83735 0.42077 3.24312 0.367 -0.165 -0.043
C 2.59645 0.16767 2.82734 -0.183 -0.288 -1.642
H -4.58856 -2.98999 -0.31404 -0.069 0.389 -0.444
H -6.26039 -3.70345 -1.92586 0.160 0.463 -0.399
H 5.83217 0.22133 2.91580 1.004 0.178 0.505
H -4.56362 -0.94662 -4.81995 -0.035 0.043 -0.189
H -0.14959 1.29125 -3.72600 0.465 0.503 -0.300
H -6.33170 -2.56563 -4.22887 0.375 -0.026 0.336
H -2.26045 -1.58660 0.09049 0.224 0.024 0.370
H 3.07137 1.41782 0.42776 0.248 0.061 0.252
H 0.75273 -0.04716 2.74498 -0.427 -0.054 -0.799
H 2.07750 2.04318 5.77505 -0.555 0.259 0.512
H -0.55995 -0.70476 0.88558 -0.326 -0.221 0.190
H 3.31227 2.83669 -2.08820 -0.764 -0.479 -0.594
H 4.15517 -0.74111 1.63421 -0.150 -0.413 -0.495
H 3.74641 2.07599 6.15109 -0.176 0.683 0.456
```
Forces are in eV/Å.

spin multiplicity: 1
SMILES: Nc1nccc(Nc2cc(-c3cc4ccccc4s3)c3[nH]ncc3c2)n1
relative energy (zero: lowest compared OMol25 entry of this formula, charge and spin): 80.4 kJ/mol
energy: -39705.83371 eV
Kohn-Sham gap: 7.554 eV

***

Entry 3:
A molecular structure, C19H14N8O7Ru. Source: the OMol25 dataset; level of theory: ωB97M-V/def2-TZVPD.

The geometry in XYZ format:
```
49
Properties=species:S:1:pos:R:3:forces:R:3
Ru -0.34351 -0.25512 -0.20349 -0.465 0.428 -0.636
O -5.80163 0.65966 -4.89044 -0.034 0.004 -0.029
O -2.16376 0.28948 0.17442 0.468 0.099 0.181
O -4.19833 0.98683 -0.37425 0.069 -0.056 0.082
O -4.42043 0.62321 -6.55886 -0.037 0.003 -0.020
O 0.83348 -0.57175 -3.96247 0.079 -0.035 0.043
O -0.39452 0.57359 -1.91623 0.725 -0.199 1.226
O 0.45201 0.80036 -5.59138 0.041 -0.016 -0.001
N 0.13845 0.20715 -4.59628 -0.126 0.062 -0.009
N -4.70224 0.62284 -5.38459 0.074 -0.016 0.057
N 3.66419 0.38928 -0.82365 -0.011 -0.010 0.001
N 3.62403 -0.74566 -1.54572 -0.021 0.015 0.020
N 1.65799 -0.59019 -0.70809 -0.017 -0.007 0.032
N -0.18706 -1.55823 1.34689 0.060 0.035 -0.204
N 0.52951 1.29827 0.69259 0.040 -0.015 -0.015
N 1.82611 3.44664 1.81193 -0.005 -0.006 -0.004
C 0.91272 -1.73187 2.11527 0.078 -0.020 0.055
C 0.53044 3.24657 2.00495 0.004 0.002 0.004
C -2.26859 0.47134 -4.97735 -0.267 0.020 0.006
C -2.76527 0.51986 -2.18119 0.527 -0.044 0.087
C -1.44153 0.46531 -2.69123 -0.782 -0.222 -0.547
C -1.23344 0.40164 -4.09542 0.049 -0.017 0.386
C -3.55410 0.57074 -4.43706 0.071 0.003 0.114
C 0.94104 -2.61717 3.15886 0.027 0.053 -0.027
C 1.85112 1.48477 0.49205 0.027 -0.030 -0.033
C 2.45786 0.45626 -0.33770 0.010 0.025 0.002
C -0.18973 -3.38968 3.45947 0.000 -0.036 0.038
C 2.48792 2.57523 1.06144 0.000 0.004 0.005
C -0.17691 -4.35799 4.59239 -0.015 0.007 -0.021
C -0.14739 2.16734 1.44601 -0.041 -0.003 0.005
C -3.11206 0.62016 -0.70495 -0.327 -0.031 -0.364
C -1.28716 -2.29241 1.63069 -0.085 -0.070 0.007
C 2.43051 -1.32768 -1.49312 0.004 -0.017 -0.025
C -1.31679 -3.20286 2.65874 -0.028 0.032 -0.039
C -3.81527 0.60754 -3.07999 -0.100 0.066 -0.345
H 0.02294 -3.83333 5.52879 0.005 0.005 0.002
H 1.77849 -1.13480 1.86686 0.003 -0.007 -0.005
H -2.16305 -2.10751 1.02243 -0.001 -0.007 -0.001
H 4.44301 -1.04363 -2.05966 0.004 -0.002 -0.008
H -1.12001 -4.88994 4.68341 0.001 0.000 -0.001
H -2.11847 0.44011 -6.04869 -0.002 0.002 0.007
H 3.54738 2.73476 0.90063 0.001 -0.002 -0.003
H 1.84413 -2.71256 3.74679 0.000 0.003 0.000
H -1.20559 1.99506 1.58561 -0.005 0.008 -0.002
H -0.00380 3.96021 2.61927 -0.004 -0.002 -0.001
H -4.83123 0.70143 -2.71922 0.005 -0.012 -0.011
H -2.22572 -3.75863 2.84314 -0.003 0.004 -0.001
H 2.16204 -2.23090 -2.01565 -0.003 0.002 -0.007
H 0.62715 -5.08364 4.45705 0.007 0.001 -0.001
```
Forces are in eV/Å.

spin multiplicity: 1
relative energy (zero: lowest compared OMol25 entry of this formula, charge and spin): 0.0 kJ/mol
total charge: +2
energy: -48743.23524 eV
Kohn-Sham gap (alpha / beta): 5.430 / 5.300 eV

***

Entry 4:
A molecular structure, C19H15AsLiO5S2. Source: the OMol25 dataset; level of theory: ωB97M-V/def2-TZVPD.

The geometry in XYZ format:
```
43
Properties=species:S:1:pos:R:3:forces:R:3
As 0.36679 0.83213 -0.04818 -2.336 -0.213 1.050
S -4.96782 0.08771 0.33975 0.796 0.660 0.399
S -3.66302 1.07144 4.15979 1.449 -0.517 -1.393
O -2.63191 1.94669 3.59938 0.697 0.278 0.291
O -4.49283 0.68860 2.71925 -1.010 -0.516 2.063
O -0.50495 2.10316 0.69409 0.399 -0.963 -0.475
O -4.55875 1.74772 5.02827 -1.531 0.783 0.328
O -3.19121 -0.17853 4.70371 -0.023 -0.024 -0.555
C -1.75641 -2.72486 0.31138 -1.098 -2.043 0.391
C 0.86031 0.35368 -3.06585 -0.978 1.255 -0.017
C 4.57845 0.53024 -0.45895 -0.287 -0.844 3.678
C 4.15547 2.10828 1.47770 -4.311 0.085 -0.142
C -3.95111 0.83401 1.51663 -0.598 -0.611 -1.263
C -1.24863 0.72606 -2.15906 -5.051 -2.860 -4.231
C 0.48428 -3.19372 1.16243 4.511 -1.149 1.483
C -1.13473 0.10479 -4.51072 -5.007 1.027 5.135
C -1.98154 0.21537 -3.40947 -0.359 3.568 3.117
C -0.75269 -3.65205 0.86550 -1.680 -3.448 -1.869
C 2.56939 1.80801 1.40445 1.964 3.201 0.335
C 0.93269 -1.88448 0.99881 -2.498 1.038 -1.556
C -0.02090 -0.98007 0.26219 3.234 -1.223 2.573
C 0.05692 0.73231 -1.90578 2.800 0.226 -2.804
C 3.15233 0.47467 -0.57214 1.593 -0.710 -2.348
C -1.29066 -1.47073 0.07641 -2.932 2.598 -1.007
C 0.13609 0.05284 -4.29596 5.384 2.259 5.544
C 2.15230 1.04563 0.31580 3.978 0.464 -0.056
C 4.98139 1.36328 0.66005 -1.129 -0.101 -0.309
Li -2.19715 1.89393 1.76455 0.603 -0.046 -0.213
H -1.53912 -0.17880 -5.33982 -2.061 -1.833 -5.299
H 1.32281 -4.04205 1.54503 -2.284 2.381 -0.813
H 1.97978 0.51465 -2.99613 -1.634 -0.897 -0.644
H 5.98660 1.45831 0.93356 1.747 0.140 -0.166
H 1.78328 -1.40537 1.40892 1.054 -0.324 0.349
H -3.24016 0.25345 -3.32696 3.942 -0.314 -0.489
H 5.39566 -0.33384 -0.72325 -2.442 2.471 -0.329
H -2.90306 -3.04421 0.15962 2.929 0.967 0.354
H 4.54730 3.01898 2.05947 -0.705 -1.959 -0.489
H -0.72322 -4.89416 0.71995 -0.926 3.427 0.563
H 0.54633 -0.62865 -4.85796 3.529 -2.577 -4.021
H 2.95856 0.04507 -1.60913 -0.899 0.018 2.073
H -1.97443 0.66578 -1.43680 -1.343 1.045 2.196
H -1.93609 -0.57167 -0.20730 -0.190 -2.262 0.356
H 1.71371 2.50640 2.03674 2.700 -2.459 -1.792
```
Forces are in eV/Å.

spin multiplicity: 2
relative energy (zero: lowest compared OMol25 entry of this formula, charge and spin): 784.4 kJ/mol
total charge: -2
energy: -112889.14565 eV
Kohn-Sham gap (alpha / beta): 3.036 / 5.393 eV

***

The calculation returns the following F_max values, one per record and in order: 2.823; 4.667; 1.438; 8.052 eV/Å.